13
Properties=species:S:1:pos:R:3:lowdin_charge:R:1 method="wB97M-V/def2-TZVPD" e_above_lowest_kcal_mol=26.1 multiplicity=1 total_charge=+1
N 1.58 0.93 -0.19 0.177
C 1.04 -0.10 -0.89 -0.127
N -0.25 -0.42 -1.00 -0.006
C -1.29 0.30 -0.32 -0.445
S -0.83 0.40 1.51 0.446
S -0.16 -1.44 1.90 0.358
H 1.02 1.77 -0.13 0.122
H 2.57 1.07 -0.01 0.145
H 1.61 -0.94 -1.28 0.159
H -0.66 -1.20 -1.48 0.166
H -1.56 1.28 -0.62 0.076
H -2.26 -0.04 -0.56 0.085
H -0.80 -1.61 3.08 -0.156